Entry 1:
Below is the molecule C3H2N2O3, with properties calculated with ωB97M-V with the def2-TZVPD basis set.

The geometry in XYZ format:
```
10
Properties=species:S:1:pos:R:3:lowdin_charge:R:1
O 2.7234 -0.2633 -0.5031 0.153
C 1.5158 -0.3171 -0.3048 -0.515
O 0.8781 -0.8006 0.7568 0.008
N 0.2779 0.3749 1.4901 0.215
C -0.8388 0.5403 0.9096 -0.091
C -1.1345 -0.1788 -0.2541 -0.112
N -0.5128 -0.2558 -1.3930 0.081
O 0.7558 0.1286 -1.3994 0.037
H -1.4791 1.2207 1.2085 0.086
H -2.1858 -0.4488 -0.5107 0.139
```

HOMO-LUMO gap	0.3662	hartree
energy above the lowest of the compared OMol25 structures with the same formula, charge and spin	6.121	eV
SMILES	O=C1ON=CC=NO1
max |F|	0.10987	hartree/bohr
total charge	0

Entry 2:
Below is the molecule C3H2N2O3, with properties calculated with ωB97M-V with the def2-TZVPD basis set.

The geometry in XYZ format:
```
10
Properties=species:S:1:pos:R:3:lowdin_charge:R:1
O -2.3199 -0.9519 -0.3515 0.195
C -1.2619 -0.4537 -0.4212 -0.517
N -0.1525 -1.1352 -0.9816 0.214
C 0.8877 -1.0900 -0.3253 -0.215
O 1.0751 -0.5056 0.8683 -0.065
N 1.1042 0.8969 0.9486 0.117
C 0.0307 1.4095 0.4644 -0.127
O -1.1336 0.8560 -0.0396 0.103
H 1.7839 -1.5407 -0.7421 0.143
H -0.0138 2.5147 0.5800 0.152
```

HOMO-LUMO gap	0.4058	hartree
energy above the lowest of the compared OMol25 structures with the same formula, charge and spin	3.962	eV
SMILES	O=C1N=CON=CO1
max |F|	0.04486	hartree/bohr
total charge	0

Entry 3:
Below is the molecule C3H2N2O3, with properties calculated with ωB97M-V with the def2-TZVPD basis set.

The geometry in XYZ format:
```
10
Properties=species:S:1:pos:R:3:lowdin_charge:R:1
O -2.5199 -0.0310 -0.1907 0.108
C -1.3265 -0.0804 0.0194 -0.522
N -0.4638 -1.1624 0.0767 0.199
C 0.8680 -0.7526 -0.0593 -0.339
O 1.8198 -1.4841 -0.0031 0.154
C 0.7727 0.7558 0.0285 -0.270
O 1.6176 1.6781 -0.1400 0.088
N -0.5910 1.0561 0.2696 0.179
H -0.8120 -2.1242 0.1439 0.187
H -1.0291 2.0276 0.1701 0.215
```

HOMO-LUMO gap	0.3664	hartree
energy above the lowest of the compared OMol25 structures with the same formula, charge and spin	0.368	eV
SMILES	O=C1NC(=O)C(=O)N1
max |F|	0.12134	hartree/bohr
total charge	0

Entry 4:
Below is the molecule C3H2N2OS2, with properties calculated with ωB97M-V with the def2-TZVPD basis set.

The geometry in XYZ format:
```
10
Properties=species:S:1:pos:R:3:lowdin_charge:R:1
O 0.2006 -2.0778 -0.0017 -0.008
C -0.4223 -1.0444 -0.0120 -0.650
S -2.1864 -0.8626 -0.0026 0.999
N -2.1588 0.8577 -0.0011 -0.266
C -0.9730 1.3191 0.0043 -0.224
C 0.1330 0.3632 0.0035 -0.378
N 1.3605 0.7390 -0.0069 -0.314
S 2.6999 -0.2452 -0.0034 0.838
H -0.7964 2.4177 -0.0204 0.134
H 2.1429 -1.4667 0.0402 -0.131
```

HOMO-LUMO gap	0.3003	hartree
energy above the lowest of the compared OMol25 structures with the same formula, charge and spin	0.729	eV
SMILES	O=C1SN=C/C1=N/S
max |F|	0.01890	hartree/bohr
total charge	0

Entry 5:
Below is a cluster of 2 separate species, C3H2N2S in total, with properties calculated with ωB97M-V with the def2-TZVPD basis set.

The geometry in XYZ format:
```
8
Properties=species:S:1:pos:R:3:lowdin_charge:R:1
C -2.1071 -1.3498 0.0685 -0.411
C 2.5389 0.2658 0.1050 -0.031
C -1.2155 -0.3670 -0.1978 -0.499
N -2.8501 -2.2083 0.3230 0.150
N 1.6551 0.6071 -0.4775 0.048
S -1.2966 1.2687 0.1058 0.765
H 3.3617 -0.1129 0.5772 0.040
H -0.0863 1.8964 -0.5042 -0.062
```

HOMO-LUMO gap	0.2696	hartree
energy above the lowest of the compared OMol25 structures with the same formula, charge and spin	3.188	eV
max |F|	0.08218	hartree/bohr
total charge	0

Entry 6:
Below is the molecule C3H2N2S3, with properties calculated with ωB97M-V with the def2-TZVPD basis set.

The geometry in XYZ format:
```
10
Properties=species:S:1:pos:R:3:lowdin_charge:R:1
C -1.0454 0.6144 -0.1428 -0.123
C -1.5755 -0.6836 -0.1449 -0.168
C 0.1252 0.4670 0.5543 -0.799
N -0.7712 -1.4299 0.6013 -0.036
N 0.2783 -0.7760 0.9423 -0.115
S 1.3593 1.7386 0.6113 0.667
S 2.6093 -0.9191 -0.8793 0.281
S 2.9910 0.8771 -0.3435 0.126
H -1.5288 1.3502 -0.6677 0.063
H -2.4423 -1.2387 -0.5309 0.104
```

HOMO-LUMO gap (alpha / beta)	0.1838 / 0.1849	hartree
energy above the lowest of the compared OMol25 structures with the same formula, charge and spin	2.202	eV
max |F|	0.06745	hartree/bohr
total charge	0

Entry 7:
Below is the molecule C3H2N3PS, with properties calculated with ωB97M-V with the def2-TZVPD basis set.

The geometry in XYZ format:
```
10
Properties=species:S:1:pos:R:3:lowdin_charge:R:1
C -0.0648 0.8842 0.5542 -0.359
C 1.5279 -0.8707 -0.0214 -0.816
C -2.0166 -0.3897 -0.1802 -0.022
N -1.0050 0.3173 -0.0318 -0.088
N 2.2081 0.0807 -0.3153 -0.106
N 2.2125 1.3895 -0.2082 -0.352
P 0.9618 2.2361 0.3652 0.872
S 1.3376 -2.4134 0.3127 0.654
H -2.9350 0.0247 0.3875 0.116
H -2.2266 -1.2586 -0.8627 0.101
```

HOMO-LUMO gap	0.2528	hartree
energy above the lowest of the compared OMol25 structures with the same formula, charge and spin	3.371	eV
max |F|	0.08262	hartree/bohr
total charge	0

Entry 8:
Below is the molecule C3H2N4O, with properties calculated with ωB97M-V with the def2-TZVPD basis set.

The geometry in XYZ format:
```
10
Properties=species:S:1:pos:R:3:lowdin_charge:R:1
C 1.9092 0.3455 0.3426 -0.083
N 1.3840 -0.8458 0.6197 0.164
C 0.0232 -0.6877 0.4159 -0.263
C -1.1295 -1.2038 0.0527 -0.204
N -1.9079 -0.4037 -0.5159 0.030
N -1.2614 0.7699 -0.7618 0.101
N -0.1964 0.6170 0.0502 -0.106
O 0.9669 1.2049 -0.1520 0.059
H 2.9058 0.8563 0.2148 0.164
H -1.5864 -2.1810 0.3878 0.138
```

HOMO-LUMO gap	0.3537	hartree
energy above the lowest of the compared OMol25 structures with the same formula, charge and spin	2.914	eV
SMILES	c1nc2cnnn2o1
max |F|	0.17573	hartree/bohr
total charge	0

Entry 9:
Below is the molecule C3H2N4O, with properties calculated with ωB97M-V with the def2-TZVPD basis set.

The geometry in XYZ format:
```
10
Properties=species:S:1:pos:R:3:lowdin_charge:R:1
C -0.3324 -1.8050 0.9342 -0.323
C -0.3638 -0.5733 0.2705 0.021
C -0.2713 0.7908 -1.7212 -0.050
N 0.9942 0.9510 -2.0040 0.047
N -0.1449 0.6516 0.5404 0.034
N -0.2559 1.5834 -0.4845 -0.143
N 0.8903 1.9990 -1.1850 0.059
O -1.2141 -2.3968 1.5102 0.041
H 0.6457 -2.2905 0.6916 0.131
H 0.0522 1.0898 1.4477 0.184
```

HOMO-LUMO gap	0.3065	hartree
energy above the lowest of the compared OMol25 structures with the same formula, charge and spin	8.097	eV
max |F|	0.04985	hartree/bohr
total charge	0

Entry 10:
Below is a cluster of 2 separate species, C3H2N4O2S in total, with properties calculated with ωB97M-V with the def2-TZVPD basis set.

The geometry in XYZ format:
```
12
Properties=species:S:1:pos:R:3:lowdin_charge:R:1
C -1.9197 -0.6587 -0.1677 -1.134
C 2.8385 0.1559 -0.3239 -0.472
C 1.5058 -0.1386 0.2177 0.030
N -1.8534 1.4634 0.0252 -0.203
N -3.0118 -0.3266 0.5266 -0.106
N -2.9092 1.0056 0.6126 -0.238
N -1.2296 0.4490 -0.5445 -0.159
O 2.5100 0.9025 0.6968 0.049
O 3.7840 -0.0833 -1.1130 0.010
S -1.4669 -2.2457 -0.6496 0.083
H 0.5478 0.3030 -0.2392 0.063
H 1.2044 -0.8266 0.9590 0.077
```

HOMO-LUMO gap	0.1761	hartree
energy above the lowest of the compared OMol25 structures with the same formula, charge and spin	1.745	eV
max |F|	0.07960	hartree/bohr
total charge	-2

Entry 11:
Below is the ion C3H2N5 with charge -1, with properties calculated with ωB97M-V with the def2-TZVPD basis set.

The geometry in XYZ format:
```
10
Properties=species:S:1:pos:R:3:lowdin_charge:R:1
C 0.8559 0.1540 -0.0258 -0.395
C -0.6892 0.5043 0.0075 -0.205
C -2.0727 0.0053 -0.0248 -0.195
N 2.5136 -1.1822 0.0795 -0.148
N 1.1999 -1.1839 -0.0261 -0.053
N 1.9162 0.9439 0.0494 -0.038
N 2.9123 0.0885 0.1563 -0.170
N -1.5950 1.4176 -0.1751 0.078
H -2.3226 -0.3869 -0.9312 0.022
H -2.7185 -0.3606 0.8903 0.104
```

HOMO-LUMO gap	0.3415	hartree
energy above the lowest of the compared OMol25 structures with the same formula, charge and spin	0.743	eV
max |F|	0.07291	hartree/bohr
total charge	-1

Entry 12:
Below is a cluster of 2 separate species, C3H2NO2S in total, with properties calculated with ωB97M-V with the def2-TZVPD basis set.

The geometry in XYZ format:
```
9
Properties=species:S:1:pos:R:3:lowdin_charge:R:1
C 0.0543 0.8371 -1.2769 -0.571
C 0.8092 -0.5024 0.2914 -0.598
C -0.6287 -0.6578 0.6366 -0.810
N 1.1174 0.4152 -0.7346 0.039
O -1.1458 -1.6464 1.1107 -0.090
O 1.6185 -1.1968 0.8795 0.024
S -1.5169 0.4148 -0.6411 0.818
H 0.0063 1.6733 -2.0973 0.085
H -0.3144 0.6630 1.8318 0.103
```

HOMO-LUMO gap (alpha / beta)	0.2507 / 0.2506	hartree
energy above the lowest of the compared OMol25 structures with the same formula, charge and spin	2.638	eV
max |F|	0.05972	hartree/bohr
total charge	-1

Number 1: energy -12260.86094 eV. Number 2: energy -12263.02019 eV. Number 3: energy -12266.61402 eV. Number 4: energy -29840.06578 eV. Number 5: energy -16954.21619 eV. Number 6: energy -38625.28338 eV. Number 7: energy -27732.12233 eV. Number 8: energy -11146.35770 eV. Number 9: energy -11141.17518 eV. Number 10: energy -24030.92726 eV. Number 11: energy -10591.92351 eV. Number 12: energy -19562.56775 eV.